(1)
{"formula": "C32H39F4N2O8", "method": "wB97M-V/def2-TZVPD", "max_force_ev_per_a": 10.3, "lumo_ev": -0.2, "total_charge": -1, "homo_energy_ev": -3.68, "species": ["C", "C", "C", "O", "C", "C", "C", "C", "C", "C", "C", "C", "C", "N", "C", "O", "C", "C", "C", "O", "C", "C", "C", "C", "C", "C", "C", "C", "C", "O", "N", "C", "O", "F", "C", "C", "O", "H", "H", "H", "H", "H", "H", "H", "H", "H", "H", "H", "H", "H", "H", "H", "H", "H", "H", "H", "H", "H", "H", "H", "H", "H", "H", "H", "H", "H", "H", "H", "H", "H", "C", "C", "O", "C", "O", "C", "F", "F", "F", "H", "H", "H", "H", "H", "H"], "xyz": [[5.53, -2.50, -2.99], [5.62, -1.05, -2.21], [4.84, 0.18, -3.01], [4.97, 1.47, -2.30], [3.67, 1.97, -1.82], [2.83, 0.91, -0.88], [1.31, 0.53, -1.41], [0.44, -0.56, -0.54], [1.17, -1.21, 0.82], [2.68, -0.78, 1.35], [3.54, 0.31, 0.48], [5.05, 0.74, 1.01], [4.88, 1.99, 2.11], [5.36, 1.63, 3.50], [0.25, -2.35, 1.62], [0.89, -3.43, 2.06], [-1.36, -2.05, 1.73], [-2.21, -2.43, 3.09], [-1.54, -3.16, 4.43], [-0.29, -2.46, 4.80], [0.74, -3.41, 5.28], [2.20, -2.64, 5.00], [3.07, -2.78, 6.39], [-3.82, -2.07, 3.09], [-4.58, -1.37, 1.78], [-6.19, -1.07, 1.97], [-7.16, -1.73, 0.82], [-3.72, -1.01, 0.38], [-4.44, -0.36, -0.94], [-4.77, -1.23, -1.94], [-4.74, 1.10, -1.19], [-4.75, 1.93, 0.08], [-5.90, 2.32, 0.69], [-3.43, 2.37, 0.64], [-2.09, -1.36, 0.39], [-1.10, -1.06, -0.93], [-1.52, -1.21, -2.20], [5.20, -2.41, -4.11], [6.62, -2.97, -2.98], [4.86, -3.27, -2.37], [5.23, -1.22, -1.12], [6.77, -0.74, -2.15], [5.43, 0.31, -4.04], [3.74, -0.10, -3.32], [3.02, 2.40, -2.72], [3.92, 2.91, -1.13], [0.84, 1.00, -2.39], [3.18, -1.21, 2.33], [5.51, -0.20, 1.55], [5.75, 1.15, 0.17], [3.74, 2.34, 2.16], [5.49, 2.95, 1.78], [6.37, 1.91, 3.54], [5.25, 0.60, 3.68], [-2.27, -3.14, 5.36], [-1.39, -4.30, 4.17], [0.61, -3.75, 6.39], [0.76, -4.34, 4.54], [2.07, -1.51, 4.72], [2.80, -3.14, 4.11], [2.36, -2.83, 7.32], [3.74, -3.74, 6.33], [3.78, -1.86, 6.48], [-4.46, -2.35, 4.04], [-6.37, 0.10, 1.98], [-6.51, -1.44, 3.06], [-7.90, -2.49, 1.34], [-6.59, -2.21, -0.09], [-7.84, -0.84, 0.42], [-4.06, 1.54, -1.84], [-3.60, 2.37, -5.82], [-4.17, 3.17, -4.67], [-3.18, 3.90, -3.95], [-2.71, 5.17, -4.48], [-3.73, 5.97, -4.76], [-1.68, 5.01, -5.67], [-0.85, 3.95, -5.45], [-0.85, 6.10, -5.76], [-2.23, 4.84, -6.89], [-2.65, 1.91, -5.56], [-4.31, 1.58, -6.12], [-3.45, 3.00, -6.70], [-4.58, 2.45, -3.94], [-5.01, 3.79, -4.98], [-2.05, 5.49, -3.66]], "mulliken_charge": [-0.90, 0.19, -0.48, -0.36, -0.66, 0.62, -0.88, 0.33, 0.19, -0.62, 0.31, -0.54, -0.50, -0.63, 0.27, -0.54, -0.09, 0.37, -0.34, -0.36, -0.37, -0.04, -1.02, -1.24, 0.66, -0.45, -0.82, 0.76, -0.02, -0.50, -0.06, 0.55, -0.47, -0.23, 0.12, 0.19, -0.51, 0.27, 0.25, 0.25, -0.13, 0.22, 0.29, 0.25, 0.30, 0.27, 0.32, 0.11, 0.39, 0.28, 0.26, 0.32, 0.26, 0.25, 0.28, 0.29, 0.25, 0.22, 0.17, 0.22, 0.30, 0.25, 0.27, 0.10, 0.22, 0.30, 0.28, 0.28, 0.22, 0.24, -1.09, -0.10, -0.19, 0.01, -0.90, 0.69, -0.26, -0.30, -0.28, 0.21, 0.43, 0.25, 0.16, 0.27, 0.10]}



(2)
{"formula": "C35H49I2N3O9P2TeY", "method": "wB97M-V/def2-TZVPD", "de_lowest_kj_mol": 176.4, "max_force_ev_per_a": 2.7, "lumo_ev": 1.4, "total_charge": -1, "homo_energy_ev": -4.49, "species": ["Y", "C", "C", "N", "C", "C", "C", "O", "C", "C", "N", "C", "C", "C", "C", "C", "C", "I", "C", "O", "H", "H", "H", "H", "H", "H", "H", "H", "H", "H", "H", "H", "I", "C", "H", "H", "O", "C", "O", "C", "C", "C", "C", "C", "C", "N", "O", "O", "H", "H", "H", "H", "C", "C", "O", "P", "O", "Te", "O", "C", "C", "H", "H", "H", "H", "H", "H", "H", "H", "H", "H", "C", "C", "C", "P", "C", "C", "C", "C", "C", "C", "H", "H", "H", "H", "H", "H", "H", "H", "H", "H", "H", "H", "H", "H", "H", "H", "H", "H", "H", "H", "H"], "xyz": [[0.05, 0.06, -0.59], [-1.86, 4.01, 1.19], [-0.74, 4.22, 0.22], [-0.62, 5.41, -0.33], [0.41, 5.65, -1.13], [1.42, 4.73, -1.37], [2.61, 5.19, -2.18], [3.80, 5.31, -1.43], [1.31, 3.44, -0.82], [2.42, 2.52, -0.86], [2.36, 1.37, -0.20], [3.49, 0.66, 0.03], [4.73, 0.85, -0.63], [5.82, 0.05, -0.37], [5.75, -0.97, 0.56], [4.56, -1.18, 1.24], [3.48, -0.38, 0.97], [1.66, -0.74, 2.04], [0.15, 3.13, -0.04], [-0.07, 1.98, 0.50], [-2.36, 4.96, 1.39], [-1.46, 3.60, 2.12], [-2.58, 3.30, 0.79], [0.45, 6.64, -1.55], [2.36, 6.16, -2.64], [2.83, 4.48, -2.98], [3.62, 5.89, -0.68], [3.39, 3.01, -1.00], [4.82, 1.64, -1.36], [6.74, 0.23, -0.90], [6.61, -1.60, 0.77], [4.47, -1.97, 1.98], [-2.19, -1.74, -2.77], [-0.95, -2.02, -0.98], [-0.29, -2.84, -1.30], [-1.66, -2.48, -0.29], [-0.13, 1.09, -2.66], [-1.25, 1.56, -2.32], [-1.82, 1.22, -1.27], [-1.94, 2.53, -3.21], [-2.59, 3.61, -2.63], [-3.30, 4.50, -3.42], [-3.37, 4.26, -4.80], [-2.74, 3.16, -5.38], [-2.00, 2.31, -4.58], [-4.12, 5.16, -5.62], [-4.65, 6.12, -5.09], [-4.20, 4.92, -6.82], [-2.54, 3.76, -1.56], [-3.79, 5.35, -3.00], [-2.83, 3.00, -6.44], [-1.50, 1.45, -5.01], [0.54, -2.49, -5.73], [0.80, -1.16, -5.04], [0.99, -1.36, -3.65], [2.13, -0.57, -2.82], [1.85, -1.01, -1.41], [2.61, 1.64, -3.52], [3.51, -1.28, -3.35], [3.66, -2.68, -3.23], [4.23, -3.08, -1.89], [0.23, -2.31, -6.75], [-0.26, -3.01, -5.20], [1.43, -3.10, -5.73], [-0.07, -0.50, -5.16], [1.69, -0.66, -5.45], [4.33, -2.97, -4.05], [2.68, -3.16, -3.38], [5.23, -2.66, -1.77], [4.28, -4.16, -1.80], [3.60, -2.68, -1.10], [-1.42, -2.77, 2.66], [-2.80, -2.20, 2.32], [-3.70, -2.32, 3.55], [-2.62, -0.51, 1.48], [-2.83, 0.79, 2.82], [-4.11, 0.92, 3.65], [-1.62, 0.73, 3.75], [-4.22, -0.40, 0.46], [-4.52, 1.05, 0.12], [-5.49, -1.11, 0.93], [-1.52, -3.79, 3.01], [-0.92, -2.19, 3.43], [-0.78, -2.77, 1.78], [-3.22, -2.83, 1.52], [-3.23, -1.85, 4.41], [-3.86, -3.37, 3.78], [-4.68, -1.87, 3.39], [-2.73, 1.70, 2.21], [-4.13, 0.19, 4.45], [-5.01, 0.82, 3.05], [-4.12, 1.91, 4.10], [-1.68, -0.13, 4.40], [-1.58, 1.63, 4.37], [-0.70, 0.67, 3.17], [-3.92, -0.89, -0.47], [-4.85, 1.62, 0.99], [-5.31, 1.10, -0.63], [-3.63, 1.52, -0.30], [-5.92, -0.64, 1.81], [-5.34, -2.16, 1.12], [-6.23, -1.03, 0.13]], "mulliken_charge": [0.05, -0.59, -0.25, -0.66, -1.03, 0.77, -0.74, -0.58, 0.43, -1.37, 0.80, 0.85, -0.69, -0.90, -0.80, -0.46, 0.35, 0.08, 1.02, -0.62, 0.43, 0.45, -0.27, 0.34, 0.41, -0.01, 0.36, 0.98, 0.27, 0.36, 0.37, 0.40, -0.35, -1.47, 0.59, 0.46, 0.02, 0.51, 0.20, 0.01, -0.45, -0.71, -0.36, -0.58, -0.17, 1.02, -0.63, -0.64, 0.65, 0.52, 0.50, 0.38, -1.42, 0.38, 0.19, 0.93, -0.52, -0.30, -0.51, -0.28, -0.83, 0.43, 0.22, 0.34, -0.31, 0.46, 0.37, 0.14, 0.26, 0.45, -0.02, -1.26, 0.71, -1.82, 0.54, 1.85, -1.74, -1.47, 1.16, -0.93, -1.78, 0.47, 0.20, 0.07, 0.67, 0.27, 0.49, 0.33, -1.06, 0.34, 0.31, 0.42, 0.29, 0.51, 0.03, -0.37, 0.17, 0.55, -0.28, 0.23, 0.39, 0.49]}



(3)
{"formula": "C7H13O2P", "method": "wB97M-V/def2-TZVPD", "de_lowest_kj_mol": 438.7, "max_force_ev_per_a": 5.5, "lumo_ev": [0.5, 0.5], "total_charge": 0, "homo_energy_ev": [-7.37, -7.37], "species": ["C", "C", "C", "C", "C", "C", "C", "O", "O", "P", "H", "H", "H", "H", "H", "H", "H", "H", "H", "H", "H", "H", "H"], "xyz": [[-0.83, 1.55, -0.20], [0.04, 0.82, -0.99], [1.32, 0.68, 0.99], [1.18, 0.06, -0.36], [-0.10, 0.73, -2.50], [0.68, -1.45, -0.37], [-1.77, -0.47, 2.63], [-0.17, 2.68, 2.24], [-3.02, -0.09, 2.56], [-0.22, 1.41, 1.53], [-1.61, 2.24, -0.43], [1.64, -0.03, 1.77], [2.06, 1.50, 0.91], [2.14, 0.21, -0.93], [-1.24, 0.65, -2.62], [0.54, -0.07, -2.92], [0.18, 1.61, -3.17], [0.40, -1.79, -1.45], [-0.26, -1.65, 0.16], [1.45, -2.07, 0.08], [-1.31, -1.20, 1.87], [-1.20, -0.42, 3.47], [-3.27, 0.65, 3.12]], "mulliken_charge": [-0.59, 0.35, -0.84, 0.37, -1.28, -1.09, -0.31, -0.71, -0.45, 0.47, 0.44, 0.32, 0.35, 0.27, 0.28, 0.32, 0.30, 0.32, 0.20, 0.35, 0.16, 0.39, 0.37]}



> Which formula does entry 3 have?

C7H13O2P